No. 1
Below is a 10-piece molecular cluster, C37H43F9N2O31S2 overall in a non-equilibrium geometry, with properties calculated with ωB97M-V/def2-TZVPD.

Results
SMILES: O=S1(=O)C[C@@H](CCCCSc2nnco2)CCO1.O=C1OC[C@@H](F)O1.O=C1OC[C@@H](F)O1.O=C1OC[C@@H](F)O1.O=C1OC[C@@H](F)O1.O=C1OC[C@@H](F)O1.O=C1OC[C@@H](F)O1.O=C1OC[C@@H](F)O1.O=C1OC[C@@H](F)O1.O=C1OC[C@@H](F)O1
Total energy, a.u.: -5572.86502
Highest occupied orbital energy, eV: -9.8
Kohn-Sham gap, eV: 9.76
Net charge: 0
E_LUMO, eV: 0.0

Each line ends with the Mulliken charge.
Positions of all 124 atoms, in Å:
O  4.933752  3.338386  3.805932  -0.66
S  4.251972  2.064880  3.686895  1.18
O  4.184636  1.282125  4.901315  -0.65
C  2.542491  2.243266  3.018687  -0.55
C  2.312701  1.007278  2.085340  -0.05
C  0.833288  0.898331  1.543742  -0.24
C  -0.075187  -0.003503  2.467950  -0.63
C  -0.806378  0.934393  3.524214  -0.60
C  -2.308814  1.207904  3.155811  0.15
S  -2.609576  2.738866  2.184232  -0.20
C  -1.223918  3.853842  2.366765  0.26
N  -0.568635  4.254209  1.285810  0.13
N  0.446839  5.107127  1.622259  -0.35
C  0.332011  5.206450  2.948451  -0.12
O  -0.670717  4.463739  3.476871  -0.28
C  3.217668  1.213750  0.792611  -0.04
C  4.676032  1.613662  1.220480  -0.50
O  5.051953  1.179733  2.537036  -0.44
H  1.846031  2.311810  3.881544  0.57
H  2.531102  3.223758  2.483410  0.04
H  2.629255  0.101096  2.650145  0.49
H  0.426044  1.935846  1.551002  -0.41
H  0.784065  0.533788  0.491960  0.59
H  0.573026  -0.755333  2.985030  0.44
H  -0.819230  -0.599524  1.879350  0.22
H  -0.822867  0.348527  4.483467  0.50
H  -0.234073  1.861126  3.745163  0.04
H  -2.645982  0.343399  2.531068  -0.48
H  -2.933552  1.155447  4.079603  0.49
H  1.040064  5.829587  3.530793  0.38
H  2.700578  2.031201  0.221903  0.18
H  3.176851  0.231246  0.236482  0.21
H  4.713540  2.735042  1.218033  0.04
H  5.385743  1.276619  0.432057  0.40
C  -2.109831  5.317485  -1.749109  0.03
C  -1.802630  4.472959  -2.947562  0.43
O  -2.613908  5.045719  -3.960819  -0.23
C  -2.743146  6.361926  -3.627361  0.59
O  -3.126605  7.203707  -4.376290  -0.54
O  -2.372856  6.591476  -2.342956  -0.36
F  -2.196325  3.185528  -2.754870  -0.31
H  -2.997719  4.976458  -1.211212  0.21
H  -1.276364  5.370375  -1.052040  -0.06
H  -0.759296  4.496464  -3.257950  0.29
C  4.255709  4.433264  -0.924804  -0.45
C  3.976500  5.879590  -1.217230  0.29
O  2.816861  5.819895  -2.027619  -0.32
C  2.151673  4.696727  -1.644474  0.38
O  1.018356  4.462626  -1.910533  -0.46
O  2.941241  3.871027  -0.907812  -0.18
F  4.980147  6.437807  -1.933483  -0.30
H  4.846338  3.952685  -1.707982  0.25
H  4.757216  4.291153  0.029046  0.37
H  3.774174  6.487818  -0.332610  0.29
C  -5.260260  -2.842351  0.074352  -0.41
C  -4.102685  -3.471162  0.794428  0.28
O  -3.649824  -2.423997  1.636141  -0.25
C  -4.746261  -1.661914  1.905883  0.67
O  -4.802977  -0.860166  2.783822  -0.52
O  -5.766117  -1.934905  1.054543  -0.30
F  -3.110933  -3.800298  -0.063341  -0.28
H  -4.949268  -2.284392  -0.811269  0.29
H  -6.016963  -3.568923  -0.216315  0.28
H  -4.366568  -4.340536  1.401215  0.27
C  -2.221012  6.314622  -7.907495  -0.24
C  -0.845313  6.331634  -7.307919  0.36
O  -0.012446  6.036939  -8.412640  -0.32
C  -0.669042  6.511460  -9.512903  0.56
O  -0.163435  6.679750  -10.571752  -0.49
O  -1.975539  6.773753  -9.236122  -0.34
F  -0.702359  5.352677  -6.380369  -0.29
H  -2.649185  5.310121  -7.942921  0.23
H  -2.912765  6.973404  -7.384745  0.24
H  -0.555022  7.291976  -6.875706  0.28
C  4.725955  -3.937593  0.214397  -0.54
C  4.629545  -2.474729  0.531541  0.39
O  3.425907  -2.088478  -0.112569  -0.26
C  2.635324  -3.205352  -0.117987  0.54
O  1.468337  -3.194399  -0.329337  -0.56
O  3.353304  -4.325616  0.156775  -0.24
F  5.657552  -1.783947  -0.020466  -0.33
H  5.197506  -4.128112  -0.749051  0.35
H  5.259145  -4.496165  0.981767  0.36
H  4.564852  -2.246442  1.598760  0.27
C  -4.992213  2.818315  -5.406000  0.04
C  -5.541930  2.297154  -4.111002  0.44
O  -6.361419  1.220321  -4.526178  -0.35
C  -5.803130  0.748315  -5.680832  0.60
O  -6.058599  -0.303456  -6.164994  -0.51
O  -4.910973  1.635389  -6.199563  -0.32
F  -6.318861  3.224281  -3.497387  -0.30
H  -5.661882  3.533261  -5.889642  0.21
H  -4.013134  3.279673  -5.287211  -0.09
H  -4.783570  1.934232  -3.413151  0.29
C  -7.306272  -0.026078  5.898209  -0.38
C  -6.310477  -1.005898  6.445615  0.48
O  -7.104425  -1.854014  7.251648  -0.33
C  -8.348145  -1.848246  6.685257  0.62
O  -9.195782  -2.640742  6.926344  -0.49
O  -8.486894  -0.820895  5.801943  -0.32
F  -5.396993  -0.386464  7.234735  -0.29
H  -7.485205  0.811438  6.576288  0.30
H  -7.015356  0.365882  4.924554  0.22
H  -5.798132  -1.599059  5.684403  0.19
C  3.514961  -8.759185  -0.736736  -0.35
C  3.190950  -8.345348  -2.141390  0.30
O  3.752826  -7.046698  -2.224132  -0.30
C  4.806289  -7.039896  -1.361570  0.62
O  5.665820  -6.217100  -1.361559  -0.57
O  4.757441  -8.093373  -0.503957  -0.23
F  1.853906  -8.254353  -2.330231  -0.28
H  2.774585  -8.407557  -0.014379  0.29
H  3.621307  -9.837616  -0.632986  0.22
H  3.627477  -8.984069  -2.912594  0.30
C  4.871579  -10.256401  3.800673  -0.44
C  5.918345  -9.788621  2.829905  0.39
O  5.781343  -10.700137  1.755495  -0.28
C  4.476410  -11.089783  1.761498  0.68
O  3.937344  -11.636984  0.852899  -0.54
O  3.863286  -10.770223  2.930873  -0.32
F  7.161758  -9.912700  3.351020  -0.29
H  5.232066  -11.055670  4.451639  0.28
H  4.482802  -9.448638  4.418616  0.28
H  5.773250  -8.768644  2.465416  0.23

Atoms 1-3, force components in eV/Å:
-0.83 -0.74 -0.79
0.66 0.33 1.54
0.02 -0.02 -1.43

No. 2
Below is a 2-piece molecular cluster, C37H43N5 overall in a non-equilibrium geometry, with properties calculated with ωB97M-V/def2-TZVPD.

Results
Total energy, a.u.: -1709.37595
Highest occupied orbital energy, eV: -6.3
Kohn-Sham gap, eV: 5.34
Net charge: 0
E_LUMO, eV: -0.9

Each line ends with the Mulliken charge.
Positions of all 85 atoms, in Å:
N  2.177404  1.467934  1.561681  -0.46
C  1.179724  1.433714  0.944961  0.15
C  0.024397  1.459444  0.131189  -0.41
C  -1.163586  0.890557  0.470126  0.14
C  -2.316693  1.029465  -0.338566  0.33
N  -3.307411  1.131136  -0.960829  -0.52
H  0.175319  1.798432  -0.902322  0.56
H  -1.253038  0.262125  1.365420  0.37
C  -1.152960  9.186265  3.092344  -1.19
C  -0.137201  8.050184  3.071222  1.28
C  1.064624  8.329042  3.974055  -1.88
C  0.256581  7.716122  1.634331  0.59
C  1.342456  8.337493  1.024397  -0.46
C  1.665890  8.064824  -0.305008  -1.45
C  0.909393  7.156476  -1.037322  -0.28
C  -0.182966  6.511974  -0.451810  0.69
C  -1.004219  5.510158  -1.262131  2.18
C  -0.155138  4.310097  -1.635915  -1.24
C  -1.668636  6.149528  -2.480720  -1.70
C  -0.509705  6.810270  0.877739  -1.51
N  -1.637277  6.135782  1.490331  1.96
N  -2.816942  6.764918  1.684842  -1.09
N  -3.595004  5.850710  2.335250  2.16
C  -5.040853  5.978241  2.385506  -1.20
C  -5.840500  5.345781  1.418330  0.38
C  -5.212070  4.638635  0.217560  2.44
C  -4.869632  5.653432  -0.863971  -1.38
C  -6.068330  3.493246  -0.325344  -2.09
C  -7.230454  5.464101  1.516844  -0.65
C  -7.811516  6.188445  2.555601  -1.36
C  -7.009788  6.793020  3.521489  -0.62
C  -5.618304  6.688977  3.442918  0.78
C  -4.727794  7.390341  4.468594  1.01
C  -5.260696  7.271170  5.895686  -1.76
C  -4.507041  8.837481  4.048414  -1.60
C  -2.895345  4.674465  2.544193  -0.52
C  -3.477518  3.560760  3.235170  0.19
C  -3.329814  2.259076  2.710431  0.46
C  -3.963406  1.176230  3.316377  -0.77
C  -4.708312  1.372184  4.480983  -0.67
C  -4.810072  2.649699  5.054815  -0.89
C  -4.193493  3.735242  4.446760  -0.12
C  -1.641011  4.812296  1.973311  1.54
C  -0.613078  3.908614  1.823656  -2.58
H  -2.008754  8.924016  2.458622  0.30
H  -1.516757  9.368138  4.111190  0.31
H  -0.709818  10.118759  2.713636  0.34
H  -0.638704  7.157772  3.469674  -0.07
H  1.796985  7.519721  3.888629  0.41
H  1.555366  9.276488  3.722328  0.33
H  0.740861  8.377269  5.019220  0.47
H  1.946584  9.043607  1.598790  0.25
H  2.516380  8.566375  -0.769329  0.37
H  1.162680  6.927599  -2.075890  0.38
H  -1.802180  5.157155  -0.602021  -1.17
H  0.262166  3.865902  -0.727405  -0.05
H  -0.767438  3.547322  -2.131236  0.61
H  0.675390  4.597081  -2.294179  0.16
H  -2.319189  6.974549  -2.167265  0.36
H  -0.919227  6.541798  -3.179014  0.34
H  -2.286829  5.408265  -3.001201  0.43
H  -4.273444  4.188735  0.569197  -0.80
H  -4.211256  6.435302  -0.466868  0.21
H  -4.365105  5.169332  -1.707087  0.34
H  -5.782252  6.138614  -1.236027  0.43
H  -6.398488  2.840840  0.491619  0.41
H  -6.949594  3.872930  -0.857762  0.43
H  -5.472344  2.880089  -1.010610  0.42
H  -7.862006  4.992578  0.758871  0.29
H  -8.897216  6.283749  2.611048  0.37
H  -7.456463  7.357161  4.344768  0.32
H  -3.757551  6.878166  4.433921  0.22
H  -5.499087  6.228337  6.135761  0.33
H  -4.496181  7.611095  6.602945  0.42
H  -6.161668  7.879565  6.036872  0.40
H  -4.163428  8.880891  3.008588  0.31
H  -5.441975  9.406806  4.120766  0.44
H  -3.751478  9.315471  4.679886  0.39
H  -2.716475  2.150786  1.815795  -0.37
H  -3.872745  0.183955  2.871487  0.43
H  -5.211381  0.527618  4.949405  0.38
H  -5.373425  2.794518  5.977525  0.41
H  -4.219400  4.730194  4.896895  0.31
H  -0.733184  2.984726  2.371915  0.70
H  0.317506  4.246854  1.385724  0.62

Atoms 1-3, force components in eV/Å:
-2.41 -0.12 -1.41
2.73 0.00 1.71
-1.53 -1.10 -0.92

No. 3
Below is C37H43N5S6W as an isolated structure, with properties calculated with ωB97M-V/def2-TZVPD.

Results
Total energy, a.u.: -4164.37906
Highest occupied orbital energy (alpha / beta), eV: -17.7 / -17.7
Expectation value of S²: 2.028
Multiplicity: 3
Kohn-Sham gap (alpha / beta), eV: 5.80 / 5.18
Net charge: +4
ΔE to the lowest compared entry with this formula, charge and spin, kJ/mol: 0.0
E_LUMO (alpha / beta), eV: -11.9 / -12.5

Each line ends with the Löwdin spin population.
Positions of all 92 atoms, in Å:
W  0.353154  -1.454346  -0.764611  1.61
C  2.062259  -0.980147  -4.035595  0.01
C  2.335273  -2.461397  -3.848100  0.00
S  0.998158  -3.172306  -2.861533  0.04
C  1.635141  -4.800407  -2.392648  0.01
C  0.853587  -5.297421  -1.188498  0.00
S  0.822537  -4.170425  0.228227  0.06
C  2.514320  -4.270130  0.865126  0.01
C  3.508797  -3.377805  0.147511  0.00
S  2.883358  -1.675035  0.066091  0.02
C  3.997500  -0.954832  -1.173521  0.01
C  3.352377  0.256916  -1.810045  0.00
S  1.707204  -0.039280  -2.518635  0.01
H  1.189010  -0.819699  -4.670041  0.00
H  2.899260  -0.484743  -4.529876  0.00
H  3.295339  -2.665963  -3.381044  0.00
H  2.326219  -2.953307  -4.822161  0.00
H  2.704625  -4.743147  -2.208152  0.00
H  1.474419  -5.466715  -3.241013  0.00
H  1.249661  -6.252701  -0.841468  0.00
H  -0.195586  -5.463552  -1.439510  0.00
H  2.832478  -5.312592  0.816073  0.00
H  2.440040  -4.011012  1.921240  0.00
H  3.735027  -3.716893  -0.859962  0.00
H  4.443376  -3.330544  0.709287  0.00
H  4.244825  -1.723922  -1.900127  0.00
H  4.914222  -0.669010  -0.656193  0.00
H  3.981514  0.660692  -2.604595  0.00
H  3.197104  1.052707  -1.082243  0.00
C  -0.505778  -1.885530  5.006918  -0.01
C  -1.791550  -1.859115  4.479404  0.00
C  -1.985560  -1.905267  3.111396  0.00
C  -0.877872  -1.968095  2.263690  0.00
C  0.412518  -1.975110  2.793242  0.00
C  0.596895  -1.942269  4.161286  0.00
N  -1.071366  -2.078951  0.850717  0.01
N  -2.170986  -2.581363  0.535355  0.04
C  -2.432127  -2.675217  -0.821595  0.00
C  -3.649054  -3.199747  -1.215569  0.01
C  -3.965037  -3.206287  -2.566146  0.01
C  -3.056112  -2.661277  -3.463508  0.00
C  -1.850407  -2.177441  -2.996405  0.02
N  -1.510389  -2.207484  -1.693303  0.01
H  -0.361955  -1.862850  6.078971  0.00
H  -2.647828  -1.810076  5.138298  0.00
H  -2.985689  -1.890881  2.702492  0.00
H  1.281988  -2.022103  2.151940  0.00
H  1.596745  -1.960082  4.573641  0.00
H  -4.324276  -3.573100  -0.457450  0.00
H  -4.910283  -3.606670  -2.909609  0.00
H  -3.271744  -2.609497  -4.521981  0.00
H  -1.136688  -1.745425  -3.682127  0.00
S  -1.281586  0.373324  -1.319148  0.00
C  -1.087031  1.762679  -0.337361  0.01
N  -1.921173  2.751683  -0.332179  0.04
C  -1.778825  3.828295  0.666548  0.00
C  -0.328429  4.139872  0.910997  0.00
N  0.432653  2.896678  1.158006  0.04
C  1.609031  2.972139  2.049855  0.00
C  1.366662  2.313821  3.392608  0.00
C  0.100883  2.247864  3.962447  0.00
C  -0.060157  1.738608  5.244340  0.00
C  1.043503  1.298912  5.960160  0.00
C  2.307934  1.354235  5.387586  0.00
C  2.469432  1.854440  4.103815  0.00
C  0.082839  1.789135  0.579272  0.01
S  0.971231  0.353696  0.830500  0.01
C  -3.088041  2.883551  -1.255097  0.00
C  -2.925554  4.116983  -2.101055  0.00
C  -3.812115  5.178605  -1.962932  0.00
C  -3.656646  6.315634  -2.745606  0.00
C  -2.611528  6.394226  -3.653685  0.00
C  -1.721337  5.334079  -3.791306  0.00
C  -1.878912  4.195640  -3.018169  0.00
H  -2.289044  3.507925  1.578153  0.00
H  -2.281976  4.709002  0.270929  0.00
H  -0.232202  4.768579  1.794197  0.00
H  0.127332  4.658378  0.063829  0.00
H  1.841543  4.031054  2.163039  0.00
H  2.447793  2.499369  1.534617  0.00
H  -0.771676  2.621181  3.435029  0.00
H  -1.044057  1.716499  5.694470  0.00
H  0.923767  0.934976  6.972247  0.00
H  3.173471  1.029602  5.949970  0.00
H  3.462739  1.920856  3.673413  0.00
H  -3.973985  2.954258  -0.621321  0.00
H  -3.151765  1.973389  -1.845310  0.00
H  -4.638298  5.114403  -1.263224  0.00
H  -4.355297  7.135498  -2.648996  0.00
H  -2.493178  7.279128  -4.264153  0.00
H  -0.917931  5.395484  -4.513055  0.00
H  -1.198758  3.357170  -3.147099  0.00

Atoms 1-3, force components in eV/Å:
-0.16 0.16 -0.41
0.00 0.01 -0.03
0.01 -0.01 -0.01

Which value of total energy does entry 3 give?
-4164.37906 a.u.